(1)
Density functional theory data (ωB97M-V/def2-TZVPD) for a structure of composition C26H43Cl3LuN3O3Si in a non-equilibrium geometry.

As for the molar mass: 755.06 g mol⁻¹. As for the HOMO energy: -0.311 Ha. As for the energy above the lowest of the compared OMol25 structures with the same formula, charge and spin: 0.000 eV. For the HOMO-LUMO gap, the calculation gives 8.76 eV. The value obtained for the electronic energy is -117348.296 eV.

```
! wB97M-V def2-TZVPD RIJCOSX def2/J DEFGRID3
* xyz 0 1
C 1.481 -0.909 -3.308
C 1.094 0.544 -3.276
H 1.195 -1.378 -4.257
H 1.008 -1.468 -2.481
H 2.571 -1.015 -3.189
C 0.572 1.220 -4.308
C 0.369 0.684 -5.688
H 0.256 2.258 -4.158
H 0.596 -0.386 -5.783
H 1.000 1.223 -6.411
H -0.673 0.845 -6.004
Lu 0.065 -0.302 0.714
Cl 2.475 0.063 1.236
Cl 0.032 -2.753 0.273
C 0.427 2.730 1.588
O -0.361 1.746 1.686
N 0.113 3.977 1.919
C -1.224 4.366 2.359
C 1.094 5.051 1.845
H 1.453 2.584 1.210
H -1.864 3.487 2.444
H -1.654 5.077 1.638
H -1.139 4.867 3.333
H 2.039 4.644 1.473
H 1.251 5.483 2.843
H 0.755 5.840 1.161
H -1.513 -1.123 -2.837
H -2.425 1.234 -3.354
C -2.339 -1.265 -2.125
C -3.263 0.954 -2.695
N -2.812 0.038 -1.658
H -1.995 -1.884 -1.292
C -2.763 0.427 -0.383
O -2.181 -0.221 0.532
H -3.666 1.852 -2.215
H -3.262 1.392 -0.163
H -3.160 -1.765 -2.658
H -4.041 0.470 -3.299
O 0.200 0.621 -1.112
C 1.175 1.191 -1.900
C -0.112 3.403 -1.706
C 1.100 2.726 -1.853
H -1.038 2.830 -1.613
C -0.131 4.801 -1.661
H 2.164 0.909 -1.497
C 2.296 3.446 -1.908
H -1.080 5.330 -1.531
C 1.063 5.521 -1.795
C 2.282 4.841 -1.909
H 3.230 2.883 -1.965
H 1.049 6.614 -1.799
H 3.224 5.387 -1.995
Si 0.377 -7.468 -0.129
Cl 0.618 -7.369 -2.194
C -1.454 -7.215 0.175
C 1.465 -6.110 0.546
C 0.939 -9.169 0.435
H -1.773 -6.251 -0.242
H -1.677 -7.220 1.250
H -2.036 -8.013 -0.303
H 0.334 -9.958 -0.031
H 0.843 -9.267 1.525
H 1.989 -9.342 0.168
H 1.147 -5.133 0.154
H 2.512 -6.285 0.264
H 1.401 -6.065 1.641
N -0.299 -1.172 3.093
C -0.090 -0.183 4.076
C 1.189 0.008 4.601
C 1.377 0.951 5.610
C 0.296 1.724 6.054
C -0.962 1.590 5.448
C -1.156 0.649 4.439
H 0.371 -1.946 3.087
H -1.249 -1.536 3.041
H 2.025 -0.568 4.196
H 2.365 1.073 6.052
H 0.434 2.433 6.869
H -1.800 2.207 5.773
H -2.120 0.545 3.936
*
```



(2)
Density functional theory data (ωB97M-V/def2-TZVPD) for an isolated molecule of C5H3NO2 in a non-equilibrium geometry.

As for the molar mass: 109.08 g mol⁻¹. As for the HOMO energy: -0.385 Ha. As for the SMILES: N#CC=C(C=O)C=O. As for the energy above the lowest of the compared OMol25 structures with the same formula, charge and spin: 1.388 eV. For the HOMO-LUMO gap, the calculation gives 8.76 eV. The value obtained for the electronic energy is -10816.026 eV.

```
! wB97M-V def2-TZVPD RIJCOSX def2/J DEFGRID3
* xyz 0 1
N -2.658 -1.085 0.018
C -1.539 -0.910 0.036
C -0.166 -0.938 0.019
C 0.539 0.175 0.039
C 2.033 0.162 0.164
O 2.626 -0.865 -0.146
C -0.126 1.515 -0.074
O -1.296 1.599 -0.026
H 0.312 -1.862 -0.139
H 2.617 1.138 0.575
H 0.587 2.421 -0.283
*
```



(3)
Density functional theory data (ωB97M-V/def2-TZVPD) for an isolated molecule of CH4P2S in a non-equilibrium geometry.

As for the molar mass: 110.06 g mol⁻¹. As for the HOMO energy: -0.319 Ha. As for the SMILES: [PH2]#[PH]C=S. As for the energy above the lowest of the compared OMol25 structures with the same formula, charge and spin: 2.141 eV. For the HOMO-LUMO gap, the calculation gives 7.82 eV. The value obtained for the electronic energy is -30512.475 eV.

```
! wB97M-V def2-TZVPD RIJCOSX def2/J DEFGRID3
* xyz 0 1
P 1.837 -0.215 0.037
P 0.129 0.918 -0.503
C -1.183 -0.408 -0.713
S -2.739 -0.205 -0.043
H 2.388 0.852 0.799
H 1.138 -1.000 0.952
H -0.602 1.344 0.725
H -0.967 -1.286 -1.254
*
```



(4)
Density functional theory data (ωB97M-V/def2-TZVPD) for an isolated molecule of C5H9NO in a non-equilibrium geometry.

As for the molar mass: 99.13 g mol⁻¹. As for the HOMO energy (alpha / beta): -0.295 / -0.295 Ha. As for the SMILES: C=C[N+]([O-])=C(C)C. As for the energy above the lowest of the compared OMol25 structures with the same formula, charge and spin: 5.149 eV. For the HOMO-LUMO gap (alpha / beta), the calculation gives 8.61 / 8.61 eV. The value obtained for the electronic energy is -8864.064 eV.

```
! wB97M-V def2-TZVPD RIJCOSX def2/J DEFGRID3
* xyz 0 1
C 0.021 -0.972 -2.509
C 0.427 -1.561 -1.377
N -0.024 -1.143 0.037
O -0.515 -2.193 0.557
C 0.073 0.028 0.783
C 0.479 1.327 0.086
C -0.905 0.073 1.930
H -0.010 -1.641 -3.427
H -0.351 -0.063 -2.545
H 0.807 -2.524 -1.247
H 0.252 2.155 0.723
H -0.054 1.229 -0.874
H 1.629 1.216 -0.047
H -0.590 -0.628 2.640
H -0.924 1.071 2.426
H -1.898 -0.348 1.518
*
```



(5)
Density functional theory data (ωB97M-V/def2-TZVPD) for the ion C3H3N2S with charge -1 in a non-equilibrium geometry.

As for the molar mass: 99.14 g mol⁻¹. As for the HOMO energy (alpha / beta): -0.081 / -0.081 Ha. As for the energy above the lowest of the compared OMol25 structures with the same formula, charge and spin: 4.027 eV. For the HOMO-LUMO gap (alpha / beta), the calculation gives 6.19 / 6.18 eV. The value obtained for the electronic energy is -16972.039 eV.

```
! wB97M-V def2-TZVPD RIJCOSX def2/J DEFGRID3
* xyz -1 1
C 0.917 0.209 0.149
C 0.147 0.641 1.225
C 0.202 -0.456 -0.853
N -1.082 0.499 1.163
N -1.040 -0.699 -0.671
S -2.404 -0.862 -1.399
H 1.985 0.270 0.285
H 0.641 1.132 1.989
H 0.635 -0.734 -1.888
*
```



(6)
Density functional theory data (ωB97M-V/def2-TZVPD) for a cluster of 3 separate species, C4H16NO2 in total in a non-equilibrium geometry.

As for the molar mass: 110.18 g mol⁻¹. As for the HOMO energy: -0.569 Ha. As for the energy above the lowest of the compared OMol25 structures with the same formula, charge and spin: 1.910 eV. For the HOMO-LUMO gap, the calculation gives 12.58 eV. The value obtained for the electronic energy is -9985.471 eV.

```
! wB97M-V def2-TZVPD RIJCOSX def2/J DEFGRID3
* xyz 1 1
C -0.258 0.098 2.244
C 0.829 0.030 1.149
N 0.288 0.113 -0.217
C 0.021 1.408 -0.848
C -0.055 2.459 0.218
H 0.109 -0.561 3.047
H -1.134 -0.337 1.865
H -0.485 1.101 2.831
H 1.750 0.596 1.330
H 1.247 -0.952 1.192
H -0.700 -0.273 -0.186
H 0.768 -0.363 -0.894
H -0.937 1.237 -1.431
H 0.765 1.559 -1.610
H 0.991 2.826 0.430
H -0.557 3.334 -0.070
H -0.465 2.287 1.277
H -2.845 -0.529 -1.243
H -2.796 -2.115 -1.302
O -2.358 -1.352 -0.894
H 1.838 -2.093 -2.253
H 2.224 -2.910 -0.928
O 1.732 -2.094 -1.246
*
```